*i*
21
Properties=species:S:1:pos:R:3:mulliken_charge:R:1 method="wB97M-V/def2-TZVPD" gap_ev="7.69 / 7.69" molar_mass_da=133.24 homo_ev="-11.78 / -11.78" charge=+1
C -0.41 0.01 -2.12 -0.2187
C 0.06 -1.06 1.55 0.4883
C -0.97 -1.42 2.55 -1.2080
C -1.25 2.21 -2.51 -0.8871
C 2.19 -0.59 0.64 -0.7642
N -0.65 1.21 -1.63 0.0837
N 1.29 -0.72 1.74 -0.0078
S -0.49 1.62 -0.07 -0.2349
H 0.28 -0.64 -1.55 0.1292
H -0.59 0.07 -3.17 0.3013
H -0.17 -1.16 0.43 0.0993
H -1.97 -0.94 2.58 0.2968
H -0.62 -1.45 3.55 0.3870
H -1.12 -2.45 2.44 0.3353
H -0.43 2.65 -3.11 0.3419
H -1.88 1.68 -3.17 0.3685
H -1.82 2.97 -1.99 0.3076
H 3.11 -0.47 1.06 0.3336
H 2.03 -1.50 0.05 0.3226
H 1.80 0.30 0.15 0.2706
H 1.61 -0.32 2.57 0.2551

=====

*ii*
21
Properties=species:S:1:pos:R:3:mulliken_charge:R:1 method="wB97M-V/def2-TZVPD" gap_ev=8.46 molar_mass_da=133.24 homo_ev=-12.17 charge=+1
C -2.30 0.93 -3.55 -0.9330
C -1.18 -0.04 -3.64 0.0616
C -0.14 -1.44 2.89 -1.1734
C 1.74 1.07 0.44 -0.7288
C 0.94 -0.66 2.36 0.6651
N 2.12 -0.51 2.69 -0.4900
N 0.74 0.10 1.01 -0.1873
S -0.65 -0.72 -2.25 -0.3033
H -3.35 0.79 -3.81 0.3076
H -2.23 1.89 -3.99 0.3342
H -0.57 -0.24 -4.51 0.3543
H -1.04 -0.98 3.32 0.3442
H 0.09 -2.25 3.66 0.3324
H -0.65 -1.92 2.06 0.3329
H 1.64 2.00 0.92 0.3682
H 2.82 0.72 0.71 0.3090
H 1.43 1.18 -0.58 0.2827
H 2.48 -1.08 3.43 0.2859
H -2.32 1.17 -2.45 0.2396
H -0.11 0.56 1.10 0.3949
H 0.55 -0.56 0.18 0.2033

=====

In terms of stability, *ii* leads; the second structure lies 0.239 eV higher.

=====

*i*
22
Properties=species:S:1:pos:R:3:mulliken_charge:R:1 method="wB97M-V/def2-TZVPD" gap_ev="7.16 / 5.92" spin_multiplicity=3 molar_mass_da=151.19 homo_ev="-10.43 / -12.75" charge=+1
C -3.06 -0.14 -0.25 -0.3528
C -2.71 1.12 -0.24 -0.6429
C -2.20 -1.30 0.04 0.5791
C -0.85 -0.81 0.32 0.3433
C -1.37 1.66 0.15 -0.4203
C 0.95 0.64 0.55 -0.6553
C 2.25 -1.14 -0.71 -0.8784
N 0.32 -1.69 0.38 -0.6912
N -2.67 -2.46 -0.04 -0.7337
N -0.46 0.48 0.38 0.0504
N 1.45 -0.88 0.44 0.4192
H -4.04 -0.31 -0.46 0.5014
H -3.38 1.97 -0.65 0.2748
H -1.03 2.31 -0.61 0.4040
H -1.54 2.16 1.10 0.3028
H 1.31 1.31 -0.32 0.3660
H 1.12 1.00 1.49 0.4234
H 3.15 -0.65 -0.92 0.3934
H 2.53 -2.22 -0.64 0.3720
H 1.49 -1.14 -1.53 0.3551
H -2.06 -3.27 0.24 0.2364
H 1.95 -1.04 1.27 0.3534

=====

*ii*
22
Properties=species:S:1:pos:R:3:mulliken_charge:R:1 method="wB97M-V/def2-TZVPD" gap_ev="9.00 / 7.26" spin_multiplicity=3 molar_mass_da=151.19 homo_ev="-13.26 / -13.78" charge=+1
C -1.34 0.26 1.25 0.5195
C -0.54 1.40 1.50 -0.1083
C 0.65 1.86 1.13 0.6412
C -0.64 -0.50 -0.16 0.7451
C 1.30 3.10 1.61 -1.2424
C 1.37 -0.42 -1.49 -0.9500
C -1.24 -1.61 -0.92 -0.7427
N -2.42 -0.07 1.70 -0.5413
N 1.15 1.08 0.10 -1.0069
N 0.52 0.01 -0.41 0.8883
N -0.34 -2.71 -0.91 -0.4888
H 1.49 3.65 0.68 0.3305
H 0.69 3.65 2.26 0.3745
H 2.29 2.97 2.20 0.3089
H 2.31 -0.06 -1.51 0.3392
H 1.45 -1.49 -1.38 0.3910
H 0.86 -0.22 -2.48 0.3011
H -2.19 -2.02 -0.45 0.2024
H -1.63 -1.54 -1.96 0.3579
H -3.02 -0.84 1.44 0.2731
H -0.24 -3.00 -1.86 0.2443
H -0.47 -3.49 -0.35 0.1636

=====

In terms of stability, *i* leads; the second structure lies 0.518 eV higher.

=====

*i*
9
Properties=species:S:1:pos:R:3:mulliken_charge:R:1 method="wB97M-V/def2-TZVPD" gap_ev=9.47 molar_mass_da=115.05 homo_ev=-10.69
C -0.31 -0.59 -0.04 0.6133
C -0.21 0.93 0.02 0.6918
H -2.35 -0.56 0.02 0.4148
N 0.69 -1.40 -0.08 -0.3407
N 1.80 -0.71 -0.04 -0.0765
N 2.13 0.48 0.13 -0.0103
O -1.46 -1.17 0.07 -0.4725
O 0.99 1.41 -0.06 -0.2211
O -1.28 1.61 -0.02 -0.5990

=====

*ii*
9
Properties=species:S:1:pos:R:3:mulliken_charge:R:1 method="wB97M-V/def2-TZVPD" gap_ev=8.42 molar_mass_da=115.05 homo_ev=-10.43
C -0.38 -2.21 -0.57 0.6367
C 0.00 0.18 -0.82 0.1307
N -0.74 -3.31 -0.24 -0.5211
N -0.34 -1.04 -0.42 -0.0327
N -0.96 -2.35 1.97 0.4965
O -1.58 -2.96 1.11 -0.1001
O 0.83 0.38 -1.67 -0.4654
O 0.15 -1.91 1.93 -0.4146
H -0.61 1.12 -0.40 0.2700

=====

In terms of stability, *i* leads; the second structure lies 3.287 eV higher.

=====

*i*
9
Properties=species:S:1:pos:R:3:mulliken_charge:R:1 method="wB97M-V/def2-TZVPD" gap_ev=10.08 molar_mass_da=76.05 homo_ev=-9.51
C -0.12 0.09 -0.50 0.2761
N 0.82 0.18 1.56 -0.3803
N 1.11 0.08 0.36 -0.0952
O -1.24 0.27 0.29 -0.4862
O -0.21 -0.89 -1.38 -0.4730
H 0.16 1.05 -1.14 0.2166
H 1.76 0.31 2.00 0.2642
H -1.53 -0.55 0.82 0.3372
H -0.75 -0.54 -2.01 0.3407

=====

*ii*
9
Properties=species:S:1:pos:R:3:mulliken_charge:R:1 method="wB97M-V/def2-TZVPD" gap_ev="8.71 / 8.17" molar_mass_da=76.05 homo_ev="-8.62 / -8.53"
C -0.04 0.56 -0.13 -0.3958
N -1.91 -1.66 -0.90 0.1877
N 0.31 -0.67 -0.56 -0.3266
O 0.66 -1.50 0.62 -0.3826
O -2.47 -0.78 -0.43 -0.2006
H 0.50 0.81 0.77 0.3256
H 0.29 1.32 -0.99 0.2089
H -1.15 0.40 -0.15 0.2191
H 0.71 -2.43 0.15 0.3644

=====

*iii*
9
Properties=species:S:1:pos:R:3:mulliken_charge:R:1 method="wB97M-V/def2-TZVPD" gap_ev="8.78 / 8.78" molar_mass_da=76.05 homo_ev="-9.15 / -9.15"
C -1.05 -0.40 0.05 -0.5601
N 0.94 0.86 0.00 0.3308
N 0.34 -0.28 -0.05 0.1865
O 2.14 1.11 0.03 -0.4789
O 1.35 -1.55 -0.02 -0.5135
H -1.37 0.61 -0.21 0.2602
H -1.31 -0.69 1.02 0.2666
H -1.23 -1.19 -0.59 0.2688
H 0.19 1.53 -0.25 0.2397

=====

*iv*
9
Properties=species:S:1:pos:R:3:mulliken_charge:R:1 method="wB97M-V/def2-TZVPD" gap_ev=10.08 molar_mass_da=76.05 homo_ev=-9.68
C 0.85 -0.29 -0.24 0.5008
H -0.38 1.52 -0.17 0.2126
H 1.30 1.83 -0.06 0.2280
H -0.40 -1.99 -0.17 0.2879
H -1.82 -0.47 1.02 0.3599
N 0.50 1.06 -0.15 -0.3734
N -0.41 -0.88 -0.39 -0.2194
O 1.91 -0.68 0.14 -0.5437
O -1.55 -0.09 0.02 -0.4527

=====

In terms of stability, *i* leads; the second structure lies 0.415 eV higher.

=====

*i*
9
Properties=species:S:1:pos:R:3:mulliken_charge:R:1 method="wB97M-V/def2-TZVPD" gap_ev=10.57 molar_mass_da=76.05 homo_ev=-9.59
C -2.37 -0.26 -0.01 0.1780
N 1.02 0.24 0.36 -0.4818
N -0.05 -0.15 -0.51 -0.1941
O -3.42 0.13 0.31 -0.3423
O -1.16 0.71 -0.50 -0.2936
H -1.94 -1.18 -0.27 0.4085
H 1.30 1.17 0.03 0.2318
H 0.93 0.16 1.38 0.2374
H 0.26 -0.12 -1.51 0.2561

=====

*ii*
9
Properties=species:S:1:pos:R:3:mulliken_charge:R:1 method="wB97M-V/def2-TZVPD" gap_ev="8.65 / 8.64" molar_mass_da=76.05 homo_ev="-9.14 / -9.14"
C -0.03 -0.72 -1.08 -0.6369
N -0.43 1.48 1.64 -0.0027
N 0.47 -0.65 0.28 0.0216
O -1.15 0.51 1.65 -0.2204
O 1.24 0.23 0.60 -0.3668
H 0.52 -0.14 -1.76 0.3566
H -0.05 -1.85 -1.39 0.2369
H -1.00 -0.30 -0.92 0.2828
H 0.43 1.44 0.97 0.3289

=====

*iii*
9
Properties=species:S:1:pos:R:3:mulliken_charge:R:1 method="wB97M-V/def2-TZVPD" gap_ev=10.23 molar_mass_da=76.05 homo_ev=-10.18
C 0.81 0.30 1.44 -0.1095
N -0.73 -0.58 -1.21 0.6177
N -0.87 0.38 -0.47 -0.5690
O -0.39 -0.58 -2.43 -0.5506
O 0.90 -0.89 1.60 -0.4364
H 1.33 0.88 0.64 0.2468
H 0.30 0.79 2.20 0.2865
H -0.63 1.18 -0.92 0.2694
H -0.72 -1.47 -0.84 0.2451

=====

*iv*
9
Properties=species:S:1:pos:R:3:mulliken_charge:R:1 method="wB97M-V/def2-TZVPD" gap_ev=10.24 molar_mass_da=76.05 homo_ev=-9.40
C -0.02 0.23 -1.90 -0.1544
N 0.20 -0.45 1.50 0.4646
N -0.21 0.45 0.79 -0.3405
O 0.03 -0.48 2.72 -0.6299
O 0.01 -0.67 -1.11 -0.3825
H 0.48 1.10 -1.46 0.2977
H 0.87 -1.11 1.06 0.2663
H -0.45 0.02 -2.99 0.2428
H -0.91 0.91 1.41 0.2360

=====

In terms of stability, *i* leads; the second structure lies 0.751 eV higher.